[1]
{"formula": "C9H29NO8P2", "method": "ωB97M-V/def2-TZVPD", "energy_ha": -1699.63970, "smiles": "CP(O)CO[C@@H](CN)COCP(O)O.CO.CO.CO", "e_homo_ev": -8.6, "homo_lumo_gap_ev": 8.95, "multiplicity": 1, "max_force_ev_per_a": 0.47, "lumo_energy_ev": 0.384, "charge": 0, "elements": ["C", "P", "O", "C", "O", "C", "C", "N", "C", "O", "C", "P", "O", "O", "H", "H", "H", "H", "H", "H", "H", "H", "H", "H", "H", "H", "H", "H", "H", "H", "H", "C", "O", "H", "H", "H", "H", "C", "O", "H", "H", "H", "H", "C", "O", "H", "H", "H", "H"], "xyz": [[-2.476907, 3.560653, 0.328641], [-0.811236, 3.083943, -0.269550], [-1.054118, 3.512451, -1.863637], [-1.103664, 1.266873, -0.429361], [-0.078475, 0.772731, -1.275923], [0.572564, -0.428579, -0.877751], [1.264545, -1.024303, -2.133247], [1.569812, -0.094011, -3.207142], [1.595485, -0.160574, 0.215184], [1.063096, 0.227408, 1.477299], [0.895837, -0.795164, 2.426717], [-0.793781, -1.356105, 2.907392], [-1.573944, 0.088692, 3.016937], [-1.301978, -1.903544, 1.423618], [-2.741544, 4.514518, -0.126727], [-3.252716, 2.836201, 0.076929], [-2.439290, 3.694762, 1.410754], [-0.270552, 3.270151, -2.377573], [-1.042350, 0.836535, 0.574988], [-2.083658, 1.043002, -0.870909], [-0.174330, -1.136864, -0.503003], [2.202399, -1.493491, -1.822336], [0.624330, -1.808074, -2.537546], [2.043825, 0.727791, -2.849856], [0.712176, 0.221783, -3.640685], [2.220527, -1.051212, 0.345817], [2.235002, 0.661062, -0.120194], [1.323883, -0.459011, 3.381240], [1.441029, -1.707506, 2.143653], [-2.047951, 0.393135, 2.234771], [-2.195180, -1.652616, 1.163251], [3.302623, 3.614440, -0.819431], [3.281518, 2.592018, -1.810327], [2.267384, 3.822884, -0.557524], [3.830868, 3.291824, 0.081031], [3.764359, 4.527383, -1.202048], [4.186932, 2.392568, -2.069209], [-0.960330, -4.036101, 6.499038], [0.038195, -3.491249, 5.655559], [-0.685754, -3.782779, 7.521144], [-1.946836, -3.610565, 6.291763], [-1.021951, -5.125505, 6.418955], [-0.207030, -3.658135, 4.740488], [-1.733341, -1.699403, -4.974823], [-1.106127, -2.748116, -4.252826], [-1.045161, -0.856765, -4.966773], [-1.924841, -1.975977, -6.015041], [-2.672858, -1.385400, -4.511569], [-1.690487, -3.511760, -4.250155]], "forces_ev_per_angstrom": [[0.063, 0.021, 0.144], [-0.175, -0.019, -0.299], [0.158, -0.097, -0.030], [0.146, -0.130, 0.120], [-0.086, 0.042, -0.001], [-0.038, -0.058, 0.094], [-0.082, 0.076, 0.049], [0.104, -0.053, -0.056], [0.162, 0.026, -0.041], [-0.281, 0.046, -0.133], [0.206, -0.217, 0.164], [-0.183, 0.250, -0.350], [-0.295, -0.170, 0.263], [0.011, 0.129, -0.099], [0.044, 0.045, 0.041], [0.013, -0.020, -0.056], [-0.072, 0.005, -0.006], [-0.121, 0.085, 0.069], [0.054, -0.014, -0.102], [-0.019, 0.097, -0.017], [0.054, 0.024, -0.019], [-0.069, -0.083, 0.019], [0.066, -0.008, -0.056], [-0.026, 0.064, 0.009], [0.022, 0.089, 0.090], [-0.003, -0.012, -0.025], [0.010, 0.016, 0.027], [0.041, 0.008, -0.051], [0.032, 0.023, 0.041], [0.285, 0.059, -0.033], [0.010, -0.174, 0.166], [-0.016, -0.027, -0.034], [0.025, -0.125, -0.061], [0.011, -0.008, 0.024], [-0.004, 0.009, 0.018], [-0.003, 0.033, 0.024], [-0.069, 0.033, 0.015], [-0.029, 0.022, 0.011], [0.105, -0.126, 0.033], [-0.007, -0.006, -0.001], [0.003, 0.009, 0.001], [0.012, -0.002, -0.009], [-0.061, 0.133, 0.030], [0.017, 0.020, -0.010], [-0.056, -0.046, 0.043], [-0.008, 0.001, -0.011], [0.009, -0.002, 0.001], [0.006, 0.003, 0.011], [0.034, 0.027, -0.007]]}



[2]
{"formula": "C9H30B2F3N2O5PtS", "method": "ωB97M-V/def2-TZVPD", "de_lowest_kcal_mol": 25.15, "energy_ha": -1712.95879, "e_homo_ev": [-8.4, -9.0], "homo_lumo_gap_ev": [8.31, 6.29], "multiplicity": 4, "max_force_ev_per_a": 6.17, "lumo_energy_ev": [-0.107, -2.751], "charge": 0, "elements": ["Pt", "B", "H", "H", "H", "H", "B", "H", "H", "H", "H", "C", "F", "F", "F", "S", "O", "O", "O", "C", "C", "C", "O", "C", "N", "H", "H", "H", "H", "H", "H", "H", "H", "H", "H", "H", "C", "C", "C", "O", "C", "N", "H", "H", "H", "H", "H", "H", "H", "H", "H", "H", "H"], "xyz": [[1.167299, 0.151150, 0.298441], [1.905374, 1.123915, 2.283062], [1.450069, 1.740060, 1.523256], [2.483016, 1.781757, 2.913783], [1.095594, 0.661651, 2.826041], [2.503375, 0.383021, 1.775414], [2.808948, 0.639789, -1.327756], [3.293665, 0.065437, -0.553541], [3.592371, 0.834893, -2.043599], [2.021914, 0.056397, -1.779947], [2.445258, 1.559566, -0.896493], [3.252119, -4.086172, 0.832537], [4.540911, -4.587601, 0.635192], [2.316252, -5.007560, 0.647169], [3.105465, -3.431857, 1.941632], [2.989168, -2.721567, -0.458618], [2.020031, -1.799161, 0.120989], [4.277953, -2.089443, -0.741689], [2.426982, -3.367530, -1.661820], [0.427301, 3.752624, -0.160124], [-0.637262, 2.761714, 0.105052], [-2.187819, 2.986395, -0.216036], [-2.873866, 1.813787, 0.131503], [-4.292238, 1.798803, 0.016747], [-0.116816, 1.638049, -0.704172], [0.674676, 3.807892, -1.220239], [1.307658, 3.554502, 0.451289], [0.028926, 4.727183, 0.122097], [-0.657405, 2.418716, 1.139485], [-2.377153, 3.125217, -1.280460], [-2.570360, 3.782378, 0.422846], [-4.696118, 2.264890, 0.915483], [-4.726739, 0.814511, -0.157859], [-4.602998, 2.354455, -0.867997], [0.246984, 1.800844, -1.632210], [-1.034438, 1.337436, -1.000316], [-2.475030, -2.011015, 1.544615], [-1.191230, -1.843064, 0.813985], [-1.315773, -1.897753, -0.717846], [-0.335843, -1.088159, -1.281983], [-0.335894, -1.215378, -2.704267], [-0.622016, -0.586266, 1.295340], [-3.200865, -1.262602, 1.226587], [-2.249169, -2.213890, 2.591481], [-2.935554, -2.914133, 1.144103], [-0.541412, -2.652579, 1.146423], [-2.238575, -1.374249, -0.967824], [-1.295557, -2.955887, -0.978741], [-0.412314, -2.221463, -3.116630], [0.597636, -0.864315, -3.144018], [-1.194564, -0.646784, -3.061324], [-0.386443, -0.786398, 2.256891], [-1.475491, -0.112204, 1.554070]], "forces_ev_per_angstrom": [[1.614, 0.545, -0.063], [-1.120, -0.497, 1.831], [-2.063, 2.891, -3.786], [2.368, 2.200, 1.763], [-2.749, -1.614, 2.418], [2.928, -3.463, -2.392], [-0.389, 0.312, 0.388], [2.053, -2.103, 2.705], [2.724, 0.848, -2.464], [-3.051, -2.236, -2.268], [-1.292, 4.158, 1.085], [1.159, 1.413, -3.468], [-2.559, 0.401, 1.040], [0.623, -0.367, 0.762], [0.369, -0.698, 2.099], [2.695, -0.384, -5.534], [-1.706, -0.162, 2.116], [-1.239, -1.164, 1.460], [0.132, 0.168, 2.049], [-0.675, 2.742, 0.654], [-0.354, -0.758, -0.657], [0.978, 0.223, 0.199], [0.369, -2.018, 0.336], [0.222, 1.028, -0.343], [-2.838, -1.483, -0.253], [0.107, -0.025, 0.139], [-0.013, -0.077, -0.276], [0.418, 0.436, 0.089], [0.213, 0.077, 0.089], [0.173, 0.753, -0.190], [0.151, 0.544, -0.313], [-0.360, -0.067, -0.061], [0.634, -0.289, 0.454], [-0.034, 0.395, -0.025], [1.095, 1.054, 0.120], [-0.185, -2.115, 0.075], [-0.816, -1.739, -1.141], [0.872, -0.838, -0.349], [-0.673, 0.985, 1.724], [1.107, -1.092, -1.190], [0.140, 0.357, -0.581], [-0.638, -0.420, 1.262], [0.055, 0.541, 0.827], [-0.622, 0.600, 0.130], [-0.137, -0.404, 0.251], [0.342, 0.048, -0.266], [-0.790, -0.616, -0.244], [0.047, 0.135, -0.604], [-0.179, -0.384, 0.728], [-0.027, 0.461, 0.484], [-0.039, 0.158, -0.353], [1.098, -0.170, 0.389], [-0.138, 1.708, -0.846]]}



[3]
{"formula": "C9H30B4N2O13S3", "method": "ωB97M-V/def2-TZVPD", "de_lowest_kcal_mol": 0.00, "energy_ha": -2742.86182, "e_homo_ev": -9.0, "homo_lumo_gap_ev": 9.25, "multiplicity": 1, "max_force_ev_per_a": 1.07, "lumo_energy_ev": 0.269, "charge": 0, "elements": ["N", "B", "O", "B", "O", "B", "B", "N", "O", "O", "H", "H", "H", "H", "H", "H", "O", "S", "O", "O", "C", "C", "C", "H", "H", "H", "H", "H", "H", "H", "H", "O", "S", "O", "O", "C", "C", "C", "H", "H", "H", "H", "H", "H", "H", "H", "O", "S", "O", "O", "C", "C", "C", "H", "H", "H", "H", "H", "H", "H", "H"], "xyz": [[-4.372484, 2.585946, -2.070806], [-3.315680, 1.726590, -2.448119], [-3.379615, 0.347939, -2.313263], [-2.107625, -0.161836, -2.169518], [-1.223893, 0.632493, -1.461476], [-1.021349, 1.837014, -2.140270], [0.498093, 2.618545, -2.008351], [1.106951, 2.868163, -0.695289], [1.203787, 2.956509, -3.123549], [-2.103622, 2.267818, -2.895427], [-4.476598, 3.382333, -2.685093], [-5.262227, 2.122516, -1.950471], [-1.772697, -1.162566, -2.704885], [0.366188, 3.290976, -0.137988], [1.264098, 1.962728, -0.252304], [0.610091, 3.141741, -3.854218], [-2.907225, -2.300835, -6.068407], [-3.930293, -2.593836, -5.113277], [-3.577479, -2.874438, -3.758122], [-4.834821, -3.767015, -5.680113], [-4.167041, -4.987036, -6.085866], [-3.705670, -5.830579, -4.916598], [-5.153075, -1.333294, -5.132652], [-3.341715, -4.734350, -6.752465], [-4.914644, -5.517257, -6.671183], [-2.923041, -5.332425, -4.347845], [-3.312299, -6.777516, -5.286706], [-4.534572, -6.031377, -4.238469], [-5.440510, -1.135793, -6.161115], [-4.691475, -0.458468, -4.679449], [-5.999852, -1.663465, -4.537918], [2.804295, 0.373748, 1.183679], [2.390463, -0.581213, 2.163414], [3.192761, -0.810137, 3.327127], [2.103442, -1.963382, 1.439422], [3.164671, -2.527373, 0.631451], [4.285450, -3.127948, 1.453236], [0.746429, -0.231776, 2.666592], [3.531882, -1.763394, -0.054971], [2.669419, -3.293198, 0.039098], [4.821722, -2.366202, 2.015674], [4.992407, -3.627616, 0.790656], [3.892172, -3.853611, 2.164780], [0.134038, -0.077535, 1.781902], [0.804853, 0.675042, 3.267066], [0.380949, -1.064584, 3.261180], [1.858287, 2.278083, 4.533031], [2.420629, 2.411531, 5.842815], [1.673216, 3.079988, 6.860289], [3.851811, 3.071208, 5.703652], [3.947469, 4.315409, 4.965669], [3.411412, 5.504949, 5.733078], [2.946458, 0.839955, 6.421264], [3.449362, 4.195200, 4.003195], [5.011715, 4.428226, 4.773923], [2.337497, 5.428576, 5.892024], [3.611759, 6.417136, 5.170852], [3.888688, 5.577979, 6.709992], [3.519278, 0.353279, 5.635619], [2.042858, 0.276101, 6.642276], [3.534899, 0.982339, 7.323230]], "forces_ev_per_angstrom": [[-0.368, -0.391, -0.928], [-0.057, 0.138, 0.108], [0.131, 0.068, -0.236], [-0.346, -0.345, 0.334], [0.684, -0.130, -0.501], [-0.155, 0.160, 0.046], [-0.038, -0.018, 0.144], [-0.255, -0.262, -0.304], [0.018, 0.585, 0.147], [0.016, 0.357, 0.231], [0.051, 0.295, 0.392], [-0.035, 0.099, 0.183], [-0.053, -0.178, 0.264], [0.147, -0.036, 0.274], [0.301, 0.095, 0.260], [0.051, -0.422, -0.385], [0.204, 0.017, -0.023], [-0.314, 0.042, -0.039], [0.139, -0.057, 0.116], [-0.064, -0.064, 0.050], [0.144, -0.275, -0.165], [-0.005, 0.142, 0.123], [-0.014, 0.050, -0.038], [0.009, 0.103, 0.044], [-0.083, 0.077, 0.011], [0.019, 0.005, -0.019], [-0.036, -0.012, -0.040], [-0.016, -0.044, -0.021], [-0.003, -0.002, -0.008], [0.014, -0.004, 0.026], [0.000, -0.005, 0.017], [0.273, 0.116, -0.114], [-0.587, -0.013, 0.109], [0.226, 0.049, 0.053], [0.066, -0.113, 0.079], [0.206, -0.111, -0.264], [-0.044, 0.094, 0.156], [-0.051, 0.024, -0.001], [-0.033, 0.081, 0.067], [-0.104, 0.017, 0.041], [0.010, 0.017, -0.021], [-0.034, -0.024, -0.036], [0.005, -0.042, -0.030], [-0.001, -0.024, -0.012], [0.022, 0.010, -0.008], [-0.003, -0.010, 0.003], [-0.304, 0.054, -0.205], [0.384, -0.194, 0.033], [-0.155, 0.046, 0.073], [0.037, 0.083, 0.124], [0.063, 0.264, -0.251], [-0.100, -0.110, 0.123], [0.040, -0.035, -0.009], [-0.062, -0.086, 0.039], [0.035, -0.098, 0.055], [-0.011, -0.002, -0.026], [0.049, -0.009, -0.020], [0.038, 0.032, -0.014], [-0.030, -0.003, -0.025], [-0.012, -0.003, -0.001], [-0.009, 0.007, 0.019]]}



[4]
{"formula": "C9H30BF3N2O6P2", "method": "ωB97M-V/def2-TZVPD", "energy_ha": -1928.88974, "smiles": "CB(O)[PH](COC(F)(F)F)(C[C@@H](O)CN)[PH2]=N.CO.CO.CO", "e_homo_ev": -7.3, "homo_lumo_gap_ev": 7.55, "multiplicity": 1, "max_force_ev_per_a": 2.53, "lumo_energy_ev": 0.291, "charge": 0, "elements": ["C", "B", "O", "P", "C", "O", "C", "F", "F", "F", "C", "C", "O", "C", "N", "P", "N", "H", "H", "H", "H", "H", "H", "H", "H", "H", "H", "H", "H", "H", "H", "H", "H", "H", "H", "C", "O", "H", "H", "H", "H", "C", "O", "H", "H", "H", "H", "C", "O", "H", "H", "H", "H"], "xyz": [[1.804462, 0.257582, -3.641421], [1.185438, 0.894822, -2.354141], [1.923176, 1.834521, -1.719043], [-0.537030, 0.392141, -1.602170], [-1.336352, 2.170383, -1.914707], [-1.853600, 2.656513, -0.660097], [-2.623291, 3.725513, -0.741008], [-3.551307, 3.627802, -1.647312], [-1.933694, 4.799086, -0.986541], [-3.214931, 3.899076, 0.413507], [-1.834762, -0.498094, -2.619783], [-3.287317, -0.499050, -2.106337], [-3.883020, -1.668977, -2.687471], [-3.472483, -0.603990, -0.596120], [-4.134988, 0.575401, -0.007616], [0.387851, -1.655461, -1.086406], [-0.564892, -2.521467, -0.145668], [1.602576, 0.877838, -4.505858], [2.880617, 0.229146, -3.522183], [1.481092, -0.753345, -3.841726], [1.398781, 2.240207, -1.013716], [-0.690964, 0.579876, -0.200104], [-0.537486, 2.819362, -2.241363], [-2.094644, 2.075953, -2.675595], [-1.818553, -0.001468, -3.582263], [-1.544801, -1.516273, -2.811659], [-3.838572, 0.337118, -2.511938], [-4.495713, -1.405496, -3.380901], [-2.563382, -0.854509, -0.067565], [-4.142448, -1.431354, -0.440072], [-4.338577, 1.270147, -0.709656], [-3.555125, 1.005490, 0.696484], [0.682907, -2.332983, -2.307247], [1.626919, -1.391454, -0.440751], [-0.052574, -2.717625, 0.709407], [3.301807, -1.567860, 2.523565], [2.470966, -2.405178, 1.716597], [2.906361, -0.558441, 2.489038], [3.297978, -1.924001, 3.557965], [4.322063, -1.563409, 2.137187], [2.831723, -3.296876, 1.752394], [0.364505, -2.845239, 4.740682], [1.349943, -3.547304, 5.498118], [0.876153, -2.099127, 4.139591], [-0.167685, -3.532740, 4.079661], [-0.344522, -2.345752, 5.405971], [0.894509, -4.208232, 6.028643], [3.940784, 2.461851, 1.920471], [4.694387, 1.316501, 2.307684], [3.645726, 2.328678, 0.882324], [3.043443, 2.562458, 2.537757], [4.543180, 3.369409, 2.005049], [4.955366, 1.438837, 3.226346]], "forces_ev_per_angstrom": [[0.038, -0.195, 0.567], [0.042, -0.284, -0.661], [-0.407, 0.282, 0.536], [-0.483, 0.308, -0.746], [0.347, -0.847, 0.733], [0.571, -1.308, -0.324], [0.266, -0.499, 0.989], [-1.618, -0.204, -1.706], [1.274, 2.072, -0.710], [-0.718, 0.083, 1.535], [0.206, 0.903, 0.146], [0.184, -1.055, -0.018], [-0.130, -0.098, -0.356], [-0.741, 0.556, 0.249], [0.242, -0.088, 0.047], [-0.259, -0.818, 1.061], [0.222, 0.390, -0.090], [-0.181, 0.167, -0.287], [0.377, 0.067, -0.014], [-0.254, -0.225, -0.198], [0.418, 0.137, 0.062], [0.036, -0.099, -0.011], [0.136, 0.484, -0.264], [-0.395, 0.301, -0.141], [0.048, 0.162, -0.375], [0.110, -0.482, 0.237], [0.011, 0.664, 0.162], [0.077, -0.048, 0.064], [0.364, -0.042, 0.017], [-0.120, -0.558, -0.058], [-0.015, 0.144, 0.029], [0.025, 0.154, -0.028], [0.346, 0.187, 0.020], [0.191, -0.030, -0.513], [-0.169, -0.174, 0.091], [-0.047, -0.479, -0.020], [-0.034, 0.056, 0.004], [-0.029, 0.007, -0.083], [0.078, 0.114, 0.039], [0.038, 0.166, 0.082], [-0.095, 0.050, -0.006], [0.024, -0.253, 0.236], [0.008, 0.070, -0.045], [0.034, -0.026, -0.027], [-0.077, 0.134, -0.080], [-0.064, 0.049, -0.105], [0.084, 0.040, -0.036], [0.128, -0.118, 0.224], [-0.034, 0.140, 0.011], [0.041, -0.048, -0.024], [-0.039, 0.085, -0.064], [-0.084, 0.067, -0.062], [0.026, -0.059, -0.086]]}